ORCA calculation (wB97M-V/def2-TZVPD) on 12 unconnected molecules or ions with the total composition C21H56BN4O19 in a non-equilibrium geometry.

Geometry as XYZ:
```
101
Properties=species:S:1:pos:R:3:forces:R:3
O 8.3575 -30.8409 27.9616 -2.63 0.23 1.71
C 7.2860 -30.8902 28.5660 1.68 -1.12 -0.82
O 6.1192 -30.4536 28.1705 -1.15 -0.09 0.73
B 5.0588 -30.8890 29.1586 -1.27 1.05 -1.49
O 5.7469 -31.6878 30.1645 -1.64 -0.21 0.71
C 7.0056 -31.6820 29.9161 3.25 1.27 -1.27
O 7.8958 -32.1130 30.5854 -0.29 -0.65 0.55
O 3.9345 -31.6615 28.5228 0.65 0.13 0.66
C 2.7735 -31.1608 28.8785 -3.30 -0.07 -1.36
O 1.6371 -31.5467 28.5502 3.58 0.94 1.24
C 3.0462 -29.8262 29.6442 -2.27 2.29 1.49
O 4.3482 -29.6773 29.7402 -0.06 -0.73 -0.04
O 2.1660 -29.0161 30.0825 3.28 -3.61 -1.83
O -0.1367 -33.2994 30.1532 0.33 -0.49 0.45
H -1.0342 -33.1909 30.4677 -0.23 0.12 -0.07
H 0.0087 -32.5482 29.5782 -0.10 0.41 -0.36
O 9.1357 -34.2439 31.9321 -0.05 -0.51 0.23
H 8.5857 -33.6066 31.4765 -0.01 0.33 -0.28
H 9.4088 -33.7963 32.7329 0.17 0.08 0.17
O 9.8503 -29.5681 30.3449 -0.07 0.21 0.40
H 10.0382 -30.5066 30.3559 0.06 -0.41 -0.10
H 9.9645 -29.3111 29.4300 -0.01 0.03 -0.32
O 10.5607 -31.8687 26.6046 0.31 -0.13 -0.03
H 9.7127 -31.4336 26.6937 -0.28 0.16 0.21
H 10.6904 -31.9504 25.6598 0.13 -0.06 -0.22
C 3.2383 -25.8800 30.0161 -0.68 2.69 0.38
O 3.7883 -24.8252 30.2148 1.19 1.90 1.74
N 3.5023 -26.4997 28.9230 0.85 -3.92 -4.53
N 2.1873 -26.3340 30.6870 -1.33 -0.25 1.61
H 2.9099 -27.2643 28.6320 0.29 0.11 -0.04
H 4.1793 -26.1761 28.2470 -0.13 0.17 0.57
H 1.8775 -25.7308 31.4354 -0.04 -0.51 -0.07
H 1.8535 -27.2717 30.5150 -0.03 0.33 0.53
C -1.4345 -29.8918 28.5540 -1.97 0.48 0.70
O -1.5812 -31.0584 28.7308 -0.37 -3.70 0.21
N -2.4361 -29.0334 28.4620 -4.69 2.60 -0.60
N -0.3285 -29.2588 28.5876 5.27 2.06 -0.20
H -3.4116 -29.2351 28.6289 0.46 -0.98 -0.09
H -2.3911 -28.0461 28.2542 0.86 -0.31 -0.01
H -0.3248 -28.2489 28.6006 0.27 -0.43 0.09
H 0.5107 -29.7627 28.8364 -0.12 0.16 -0.18
C 5.8554 -27.4039 26.4122 0.80 0.25 0.45
C 6.7630 -27.8634 25.2971 -0.08 -1.40 -0.20
C 6.6134 -29.3598 25.0312 0.23 -0.85 0.20
O 6.3972 -27.2765 24.0955 -0.23 1.41 -1.16
H 6.3218 -27.7559 27.3324 -0.53 -0.08 0.33
H 4.8345 -27.7650 26.2877 0.00 -0.26 0.09
H 5.8292 -26.3149 26.4497 0.06 0.10 -0.04
H 7.8003 -27.5890 25.4888 0.01 0.03 0.08
H 5.5876 -29.5435 24.7117 -0.37 -0.05 0.47
H 6.8853 -30.0166 25.8575 -0.24 0.13 0.13
H 7.1545 -29.7428 24.1660 0.55 0.56 -0.04
H 5.4408 -27.3554 24.0714 -0.18 0.14 -0.41
C 3.2089 -31.9719 32.8636 -2.13 0.37 -0.17
C 4.6443 -32.4180 33.2815 0.55 -0.28 1.60
C 4.6802 -32.7471 34.8433 -0.02 0.27 0.34
O 5.0864 -33.5388 32.6276 -1.20 0.51 0.64
H 2.9406 -31.0362 33.3540 0.97 0.38 -0.04
H 2.3384 -32.5463 33.1805 0.58 -1.01 -0.06
H 3.1564 -31.8616 31.7805 0.30 -0.05 0.07
H 5.3033 -31.5898 33.0209 -0.01 0.24 0.05
H 4.0743 -33.5521 35.2590 0.03 -0.42 -0.87
H 4.3440 -31.9102 35.4554 0.11 0.55 -0.62
H 5.7345 -32.9299 35.0510 -0.05 -0.10 0.00
H 5.6642 -33.1654 31.9582 1.04 -0.22 -1.33
C 0.3494 -34.9267 25.8370 -1.52 0.82 -0.45
C -0.5955 -33.7252 25.4221 -0.41 -0.78 0.48
C -2.1017 -33.9506 25.5337 -0.72 -1.12 -0.55
O -0.2922 -32.5797 26.1381 0.80 1.22 0.48
H 0.3867 -35.1601 26.9010 -0.19 0.67 0.25
H 1.3541 -34.6615 25.5075 -0.06 -0.53 -0.20
H -0.1138 -35.8242 25.4273 0.67 -0.20 -0.61
H -0.4342 -33.4389 24.3828 0.43 -0.33 -0.15
H -2.6962 -33.0517 25.3698 0.43 0.36 0.36
H -2.4433 -34.4515 26.4395 0.26 0.26 0.40
H -2.4953 -34.5959 24.7484 0.33 -0.37 -0.27
H -0.6622 -32.6463 27.0214 -0.04 0.12 0.30
C 5.6188 -28.2231 32.3042 1.08 2.46 -0.64
C 6.9002 -28.3253 31.3813 -2.29 -0.60 4.03
C 7.7642 -27.1391 31.2766 0.53 1.47 -0.92
O 7.6340 -29.2485 32.2025 -0.01 -1.34 -1.54
H 5.0103 -27.4523 31.8311 -0.96 -0.57 -0.15
H 5.8769 -27.7021 33.2262 0.40 -0.34 0.30
H 5.1487 -29.1696 32.5711 -0.07 0.07 -0.58
H 6.4326 -28.5823 30.4308 0.89 -0.90 -0.46
H 8.4027 -26.9143 32.1309 -0.57 -0.24 0.45
H 7.1930 -26.2484 31.0151 0.10 0.14 -0.20
H 8.4992 -27.3517 30.5003 -0.06 0.26 -0.35
H 8.3983 -29.4510 31.6581 0.82 -0.35 0.08
C 7.5963 -33.4971 25.2431 -0.36 0.16 0.29
C 6.3811 -34.4260 25.4585 -0.04 2.03 2.66
C 5.1768 -33.6650 26.1928 1.32 -1.08 0.59
O 5.8470 -34.7526 24.2436 0.11 -0.83 -1.49
H 7.2789 -32.7542 24.5114 0.24 0.39 -0.07
H 8.4905 -33.9954 24.8686 -0.23 -0.28 -0.17
H 7.9107 -32.9825 26.1511 -0.17 0.04 0.10
H 6.7854 -35.2428 26.0565 -0.72 -0.57 -0.22
H 4.3765 -34.3529 26.4658 0.16 -0.32 -0.08
H 4.6785 -32.9376 25.5519 0.47 0.30 -0.09
H 5.5214 -33.2255 27.1289 -0.08 0.34 -0.06
H 5.8094 -33.8392 23.9507 -0.66 -0.18 -1.46
```
Forces are in eV/Å.

## Properties
- E_HOMO (spin up / spin down): -9.32 / -9.32 eV
- ⟨S²⟩: 0.75
- Gap between HOMO and LUMO (spin up / spin down): 8.6 / 2.2 eV
- Maximum force: 6.05 eV/A
- Total energy: -2507.22543 a.u.
- Multiplicity: 2